DFT (ωB97M-V with the def2-TZVPD basis set) results for a structure of composition C44H52N7O2P2S3Si2V.

CARTESIAN COORDINATES (ANGSTROEM)
V1 0.031 -0.135 0.811
S1 -3.379 -1.910 1.378
S2 3.345 -0.264 2.394
S3 1.268 1.030 4.500
P1 -0.179 -1.998 -0.867
P2 -0.811 0.737 -1.467
Si1 0.440 -3.187 1.932
Si2 0.966 2.968 -0.323
O1 3.242 -0.720 3.759
O2 3.749 -1.205 1.390
N1 1.916 0.362 1.923
N2 0.343 1.356 -0.513
N3 -4.022 -0.249 3.401
N4 0.421 -2.042 0.628
N5 -0.235 0.885 2.398
N6 -5.602 -0.461 1.913
N7 6.844 4.490 2.004
C1 0.235 0.269 -5.910
C2 5.718 2.642 0.962
C3 1.215 -1.827 -2.023
C4 -2.918 2.338 -2.580
C5 -4.050 2.652 -0.056
C6 0.854 1.281 -5.193
C7 4.424 1.142 2.298
C8 -4.093 3.057 -2.423
C9 2.201 -2.122 -4.194
C10 -0.287 -4.714 -1.557
C11 -0.417 1.473 4.605
C12 -4.334 -0.865 2.223
C13 -0.670 -0.571 -5.277
C14 -4.659 3.214 -1.169
C15 -2.307 1.774 -1.469
C16 4.664 1.906 3.424
C17 -2.339 -5.863 -2.037
C18 5.992 3.416 2.095
C19 1.356 3.543 1.462
C20 -2.883 1.929 -0.211
C21 2.192 -3.911 2.114
C22 -0.997 -3.531 -1.385
C23 -2.374 -3.517 -1.551
C24 -6.056 0.392 2.894
C25 5.443 3.041 3.326
C26 0.569 1.470 -3.852
C27 2.319 -1.085 -1.615
C28 4.934 1.514 1.066
C29 -5.082 0.523 3.819
C30 1.159 -2.347 -3.313
C31 -0.960 -5.878 -1.883
C32 2.614 3.202 -1.283
C33 3.362 -0.875 -2.500
C34 -1.033 1.318 3.416
C35 -1.345 -0.717 -0.703
C36 -0.344 0.636 -3.222
C37 -3.044 -4.681 -1.882
C38 -0.955 -0.387 -3.938
C39 -0.305 4.234 -1.001
C40 -0.051 -2.250 3.534
C41 3.299 -1.380 -3.792
C42 -6.315 -0.868 0.740
C43 1.019 0.707 2.791
C44 -0.846 -4.596 1.746
H1 2.215 3.012 1.860
H2 -2.073 1.529 3.216
H3 -0.834 1.796 5.538
H4 2.928 -3.113 2.086
H5 -1.812 -4.207 1.439
H6 -2.482 2.220 -3.562
H7 -2.865 -6.778 -2.268
H8 4.243 1.590 4.366
H9 -4.490 2.780 0.924
H10 -0.931 -1.622 3.371
H11 -2.382 1.459 0.633
H12 5.632 3.643 4.204
H13 -7.351 -1.086 0.992
H14 -4.116 -4.668 -2.013
H15 0.459 0.130 -6.958
H16 -1.141 4.376 -0.321
H17 -5.836 -1.764 0.345
H18 2.455 3.472 -2.320
H19 0.780 -1.633 3.871
H20 0.298 -2.926 -3.618
H21 4.718 0.902 0.207
H22 2.421 -4.605 1.311
H23 1.567 1.926 -5.689
H24 -0.536 -5.326 1.007
H25 1.605 4.600 1.448
H26 -5.580 3.768 -1.059
H27 7.004 4.872 1.087
H28 -0.414 -6.802 -2.012
H29 6.129 2.941 0.008
H30 -0.285 -2.949 4.333
H31 0.158 5.203 -1.157
H32 4.110 -1.201 -4.485
H33 -0.714 3.907 -1.952
H34 -1.639 -1.042 -3.406
H35 1.045 2.255 -3.286
H36 -6.285 -0.093 -0.029
H37 0.523 3.412 2.145
H38 -7.034 0.830 2.863
H39 -2.898 -2.583 -1.407
H40 -5.051 1.110 4.714
H41 2.301 -4.433 3.059
H42 4.241 -0.332 -2.179
H43 3.186 4.004 -0.830
H44 -4.569 3.501 -3.283
H45 6.819 5.161 2.752
H46 0.788 -4.706 -1.433
H47 3.222 2.305 -1.256
H48 -1.135 -1.375 -5.828
H49 2.158 -2.537 -5.191
H50 2.357 -0.717 -0.592
H51 -3.172 -0.436 3.910
H52 -0.977 -5.116 2.690

* expectation value of S²: 2.016
* LUMO energy (alpha / beta): 0.443 / 0.440 eV
* spin multiplicity: 3

---

DFT (ωB97M-V with the def2-TZVPD basis set) results for a cluster of 9 separate species, C24H64ClO28S8 in total.

CARTESIAN COORDINATES (ANGSTROEM)
Cl1 1.048 -0.171 0.387
S1 -1.588 5.565 1.725
S2 2.922 2.796 -2.679
S3 3.884 -4.622 -0.240
S4 -3.338 -2.646 -3.146
S5 1.922 -1.510 7.745
S6 0.362 -0.548 -5.866
S7 -2.810 0.273 3.847
S8 -4.592 2.834 -2.620
O1 4.486 -3.651 0.857
O2 -4.237 0.307 3.914
O3 3.225 -2.066 7.652
O4 1.454 -0.068 -6.643
O5 2.220 3.795 -3.393
O6 1.050 -2.183 6.619
O7 0.127 0.949 0.339
O8 -2.322 -1.164 3.411
O9 4.483 3.149 -2.786
O10 5.008 -5.122 -0.953
O11 2.223 0.253 1.125
O12 -5.254 1.574 -2.739
O13 2.781 1.412 -3.006
O14 -2.407 4.388 1.700
O15 -5.113 4.013 -3.229
O16 -3.113 2.675 -3.168
O17 -0.806 0.266 -5.678
O18 -1.531 6.420 0.591
O19 -3.812 -3.978 -2.966
O20 2.965 -5.520 0.380
O21 0.459 -1.289 1.090
O22 1.423 -0.534 -0.957
O23 -0.094 -1.948 -6.469
O24 -0.120 5.163 2.123
O25 -3.055 -1.994 -1.731
O26 1.720 -0.104 7.728
O27 -2.042 0.608 5.000
O28 -2.194 -2.424 -3.980
C1 2.729 2.994 -0.941
C2 0.207 3.784 2.458
C3 3.641 -3.245 1.949
C4 0.376 -1.314 5.671
C5 -4.633 -1.575 -3.661
C6 -2.191 1.197 2.494
C7 -3.200 -1.998 2.617
C8 -1.103 -2.154 -8.668
C9 -0.993 1.716 -2.581
C10 1.115 -2.197 9.155
C11 -1.717 -3.632 -0.448
C12 -1.760 -2.268 -1.133
C13 -1.346 -2.034 -7.173
C14 1.702 3.673 2.466
C15 5.383 2.087 -3.141
C16 -4.181 -2.760 3.461
C17 2.967 -3.524 -1.261
C18 -2.034 6.533 3.140
C19 -2.447 1.433 -2.826
C20 1.292 -0.734 4.626
C21 0.919 -1.115 -4.322
C22 6.761 2.678 -3.348
C23 -4.313 3.145 -0.895
C24 4.541 -2.562 2.955
H1 -4.577 -3.619 2.916
H2 6.907 3.159 -4.313
H3 -0.552 2.286 -3.401
H4 -0.320 -1.974 5.152
H5 1.866 0.123 4.984
H6 3.379 3.793 -0.598
H7 -0.949 -2.179 -1.850
H8 -2.005 -1.205 -6.934
H9 1.667 -1.887 -4.484
H10 -0.238 -0.578 6.181
H11 -2.021 -2.457 -9.177
H12 2.536 -4.180 -2.016
H13 3.037 2.055 -0.478
H14 -2.909 0.940 -1.969
H15 -3.663 4.007 -0.792
H16 2.152 4.335 3.208
H17 -1.113 1.191 2.633
H18 -0.235 3.528 3.421
H19 -3.678 -3.173 4.338
H20 -1.721 -1.512 -0.351
H21 -0.201 3.131 1.688
H22 2.204 -3.091 -0.612
H23 1.399 -0.316 -3.757
H24 -3.640 -1.397 1.818
H25 0.029 -1.450 -3.796
H26 0.180 -1.653 9.270
H27 5.435 -3.144 3.182
H28 1.774 -2.052 10.005
H29 -3.069 6.829 2.991
H30 4.023 -2.295 3.873
H31 3.512 -2.701 -1.711
H32 -2.644 -3.736 0.117
H33 5.420 1.339 -2.345
H34 -4.154 -0.698 -4.091
H35 -5.230 -1.254 -2.814
H36 -1.849 5.959 4.041
H37 -2.523 -2.686 2.109
H38 7.486 1.865 -3.260
H39 1.678 3.131 -0.695
H40 -1.401 7.418 3.107
H41 -0.835 -1.192 -9.115
H42 1.985 2.645 2.698
H43 2.136 3.917 1.499
H44 -1.728 -4.442 -1.179
H45 0.730 -0.390 3.758
H46 -0.855 2.294 -1.666
H47 -5.169 -2.093 -4.451
H48 5.040 1.553 -4.026
H49 -0.431 0.788 -2.493
H50 -2.536 2.230 2.505
H51 -3.842 2.257 -0.483
H52 -2.561 0.746 -3.666
H53 0.902 -3.238 8.936
H54 4.900 -1.631 2.508
H55 -1.793 -2.963 -6.819
H56 -5.010 -2.155 3.820
H57 -0.814 -3.715 0.152
H58 -5.317 3.298 -0.506
H59 2.898 -2.510 1.611
H60 3.021 -4.040 2.362
H61 -0.301 -2.852 -8.898
H62 1.992 -1.499 4.289
H63 6.997 3.386 -2.552
H64 -2.453 0.727 1.550

* LUMO energy: 1.786 eV
* charge: -1

---

DFT (ωB97M-V with the def2-TZVPD basis set) results for a structure of composition C40H57AsBF6I2N8OTi.

CARTESIAN COORDINATES (ANGSTROEM)
I1 -8.529 0.185 1.949
I2 -4.642 -2.404 -1.684
As1 -1.795 -2.382 3.441
Ti1 -0.935 -0.135 0.476
F1 -0.569 -3.274 2.655
F2 -0.678 -1.907 4.636
F3 -2.828 -2.619 2.092
F4 -2.915 -1.246 4.064
F5 -2.413 -3.700 4.303
F6 -1.083 -0.860 2.384
O1 -2.598 -0.508 0.129
N1 0.803 0.884 1.493
N2 0.054 -1.853 0.091
N3 -2.062 1.694 1.526
N4 1.856 0.844 0.596
N5 -0.200 0.257 -1.503
N6 1.412 -1.668 0.291
N7 1.131 -0.109 -1.640
N8 -0.474 2.797 -0.305
C1 2.324 2.427 2.034
C2 -0.202 3.666 3.646
C3 0.494 2.297 3.713
C4 1.977 -2.879 0.451
C5 -1.425 -3.928 -1.927
C6 -3.013 1.589 -2.271
C7 2.778 1.778 0.913
C8 -4.942 -1.078 -0.111
C9 -0.632 0.619 -2.730
C10 1.114 1.847 2.395
C11 -0.292 1.271 4.509
C12 -2.013 0.966 -3.237
C13 -5.546 0.648 1.961
C14 2.694 -0.606 -3.666
C15 -4.229 0.488 1.564
C16 -6.259 -0.922 0.300
C17 1.495 -0.031 -2.935
C18 0.451 4.603 -1.563
C19 4.138 -2.056 1.533
C20 -3.919 -0.370 0.512
C21 0.407 0.464 -3.632
C22 4.082 2.126 0.230
C23 -2.579 -0.284 -3.926
C24 4.185 -3.732 -0.373
C25 -6.560 -0.054 1.335
C26 2.390 -2.094 -3.913
C27 -2.509 2.958 0.925
C28 5.187 1.073 0.332
C29 -0.184 -3.180 0.032
C30 -1.516 4.943 -0.255
C31 -0.549 5.451 -1.103
C32 -1.784 -5.101 0.271
C33 -1.487 -3.766 -0.400
C34 1.001 -3.846 0.267
C35 -3.159 1.172 2.359
C36 3.893 2.629 -1.201
C37 3.399 -3.186 0.824
C38 0.445 3.288 -1.136
C39 4.122 -0.457 -3.150
C40 -1.439 3.604 0.106
B1 1.989 -0.366 -0.363
H1 2.665 -0.095 -4.631
H2 -3.147 0.987 -1.372
H3 -2.322 5.565 0.114
H4 -1.802 -5.021 1.355
H5 0.398 4.396 3.101
H6 1.425 -2.231 -4.402
H7 4.502 -1.321 0.822
H8 4.308 -1.062 -2.267
H9 4.390 0.572 -2.929
H10 -2.630 -1.114 -3.224
H11 2.840 3.206 2.573
H12 -3.386 2.751 0.306
H13 1.220 4.951 -2.241
H14 -2.277 -3.057 -0.163
H15 -2.834 3.643 1.714
H16 -1.187 3.629 3.184
H17 3.164 -2.535 -4.542
H18 3.502 -1.549 2.262
H19 -1.822 1.705 -4.019
H20 4.867 2.816 -1.659
H21 -2.757 0.467 3.068
H22 -5.770 1.319 2.781
H23 4.797 -0.809 -3.932
H24 -0.354 4.038 4.660
H25 6.140 1.534 0.068
H26 -7.040 -1.481 -0.194
H27 -0.326 1.582 5.554
H28 3.333 3.564 -1.214
H29 4.433 2.980 0.812
H30 3.701 -4.610 -0.803
H31 2.371 -2.637 -2.963
H32 1.396 2.486 4.300
H33 -1.290 1.917 2.144
H34 -0.633 -4.627 -2.205
H35 4.273 -2.978 -1.155
H36 -0.577 6.488 -1.409
H37 -1.231 -2.974 -2.423
H38 -3.612 1.986 2.932
H39 3.362 1.904 -1.819
H40 -2.758 -5.464 -0.060
H41 -2.703 2.591 -1.983
H42 0.353 0.635 -4.695
H43 3.119 -0.509 -0.669
H44 -2.370 -4.325 -2.299
H45 -1.947 -0.587 -4.761
H46 3.295 -4.007 1.539
H47 1.189 2.585 -1.487
H48 -1.322 1.168 4.179
H49 0.177 0.294 4.465
H50 -3.584 -0.092 -4.304
H51 5.271 0.684 1.347
H52 1.135 -4.912 0.349
H53 5.002 -2.461 2.060
H54 5.191 -4.015 -0.061
H55 -1.041 -5.851 -0.009
H56 -3.984 1.668 -2.760
H57 5.026 0.242 -0.349

* LUMO energy: -4.038 eV
* charge: +1

---

DFT (ωB97M-V with the def2-TZVPD basis set) results for the ion C3H6OS2 with charge -1.

CARTESIAN COORDINATES (ANGSTROEM)
S1 -1.482 1.827 -0.200
S2 -0.240 2.945 1.110
O1 0.931 -2.658 -1.055
C1 -0.852 0.159 0.132
C2 0.447 -0.412 -0.455
C3 0.556 -1.906 -0.200
H1 0.945 2.790 0.529
H2 0.413 -0.264 -1.563
H3 0.461 -2.198 0.843
H4 1.270 0.221 -0.119
H5 -0.788 -0.070 1.244
H6 -1.662 -0.435 -0.264

* expectation value of S²: 0.753
* LUMO energy (alpha / beta): 3.460 / 3.444 eV
* charge: -1
* spin multiplicity: 2

---

Computed F_max, in the same sequence as the records: 2.54; 1.37; 1.19; 2.97 eV Å⁻¹.
Computed relative energy (zero: lowest compared OMol25 entry of this formula, charge and spin), in the same sequence as the records: 29.2; 0.0; 3.9; 9.6 kcal/mol.